(1)
The following is a DFT calculation (ωB97M-V/def2-TZVPD) of a cluster of 4 separate species, C12H24O12 in total in a non-equilibrium geometry.

Values from the calculation:
SMILES: COC(=O)OC.COC(=O)OC.COC(=O)OC.COC(=O)OC
energy above the lowest of the compared OMol25 structures with the same formula, charge and spin: 162.2 kcal/mol

```
! RIJCOSX wB97M-V def2-TZVPD def2/J DEFGRID3
* xyz 0 1
C 1.2054 2.8766 4.0073
O 1.5044 2.7186 5.3723
C 0.7074 1.7876 6.0463
O -0.3596 1.3116 5.6613
O 1.1704 1.5216 7.2883
C 0.6154 0.4876 8.1843
H 0.3954 2.1636 3.5073
H 2.0584 2.7546 3.3763
H 1.1074 3.9296 3.9663
H -0.5376 0.5136 8.1593
H 0.9354 0.4656 9.2833
H 0.8394 -0.6044 7.8703
C -4.8566 -1.8274 -4.5067
O -3.6886 -2.5434 -4.0557
C -3.3726 -2.4104 -2.8337
O -4.0726 -1.6804 -1.9997
O -2.1926 -2.9404 -2.3827
C -1.7866 -2.6924 -0.9777
H -4.8346 -0.7294 -4.3707
H -5.8356 -2.2444 -4.5727
H -4.6166 -1.8964 -5.4827
H -1.6286 -1.7434 -0.8327
H -0.7426 -3.2034 -0.6957
H -2.6066 -2.9474 -0.2277
C 1.4204 1.2916 -5.6957
O 2.6654 1.2036 -5.0407
C 2.9884 0.1186 -4.3457
O 2.2344 -0.7464 -3.8587
O 4.4334 0.1306 -4.0407
C 4.8924 -0.8214 -3.1197
H 0.4154 1.3626 -5.0887
H 1.2694 0.3806 -6.4307
H 1.5444 2.1616 -6.4157
H 4.2054 -1.2014 -2.3187
H 5.9194 -0.3734 -2.6717
H 5.0394 -1.7764 -3.6947
C -2.1916 0.8326 2.9243
O -0.9866 0.1706 2.3873
C -0.5116 0.5356 1.1453
O -0.7816 1.6276 0.5393
O 0.4064 -0.2694 0.7463
C 0.9514 -0.1314 -0.5787
H -2.7596 1.2226 2.0013
H -1.5736 1.8226 3.4073
H -2.5536 0.0716 3.4823
H 1.7324 -0.9594 -0.8017
H 1.4334 0.6976 -0.8917
H 0.4014 -0.4174 -1.4257
*
```

Mulliken atomic charge list, values in e, 2 entries: C -0.48; O -0.31

(2)
The following is a DFT calculation (ωB97M-V/def2-TZVPD) of a structure of composition C12H24O6Sr.

Values from the calculation:
energy above the lowest of the compared OMol25 structures with the same formula, charge and spin: 0.0 kcal/mol

```
! RIJCOSX wB97M-V def2-TZVPD def2/J DEFGRID3
* xyz 2 1
Sr -1.1973 -0.3687 0.0603
C -1.3618 2.9412 1.0297
C -0.4778 2.9306 -0.1898
O -0.9610 1.9054 -1.0697
C -0.2486 1.8489 -2.3141
C -0.9128 0.8073 -3.1766
O -0.9459 -0.4422 -2.4571
C -0.3012 -1.5421 -3.1174
C -0.5138 -2.7706 -2.2630
O -0.1398 -2.5320 -0.8963
C 1.2183 -2.8154 -0.5254
C 2.0074 -1.5279 -0.4011
O 1.3059 -0.5902 0.4344
C 1.7859 -0.4056 1.7775
C 0.8886 -1.1307 2.7592
O -0.4844 -0.7867 2.5182
C -1.1067 0.1265 3.4362
C -0.9442 1.5578 2.9800
O -1.3709 1.6210 1.6105
H -2.3876 3.2030 0.7687
H -0.9905 3.6675 1.7529
H 0.5619 2.7093 0.0782
H -0.5133 3.8995 -0.6931
H 0.7970 1.5873 -2.1143
H -0.2801 2.8245 -2.8045
H -0.3608 0.6895 -4.1093
H -1.9393 1.0888 -3.4125
H 0.7608 -1.3138 -3.2468
H -0.7457 -1.7008 -4.1026
H 0.0399 -3.6190 -2.6671
H -1.5707 -3.0389 -2.2438
H 1.6824 -3.4761 -1.2601
H 1.1787 -3.3463 0.4261
H 2.1281 -1.0474 -1.3727
H 3.0019 -1.7249 0.0019
H 1.7813 0.6691 1.9633
H 2.8149 -0.7573 1.8645
H 1.1683 -0.8835 3.7850
H 0.9673 -2.2118 2.6407
H -0.7019 -0.0059 4.4403
H -2.1628 -0.1443 3.4624
H 0.0947 1.8930 3.0504
H -1.5644 2.2122 3.5967
*
```

Mulliken atomic charge list, values in e, 2 entries: Sr 2.04; C -0.79

(3)
The following is a DFT calculation (ωB97M-V/def2-TZVPD) of a structure of composition C12H25AlBr3Cl5N3NaO2PS in a non-equilibrium geometry.

```
! RIJCOSX wB97M-V def2-TZVPD def2/J DEFGRID3
* xyz 1 1
C 1.3163 0.3371 3.0588
C 0.6850 1.6191 2.4982
P -0.4198 1.3975 1.0384
C -1.0130 3.1209 0.8681
N 0.7004 1.0234 -0.5381
N 1.9448 0.3662 -0.1935
C 0.9671 2.2438 -1.3641
C 1.7678 3.2921 -0.6196
C 3.1152 3.6501 -1.2227
Cl 4.1187 2.2367 -1.7558
S -0.2076 -0.1577 -1.6756
C 0.7926 -1.5952 -1.9829
O -0.4675 0.4879 -2.9153
O -1.3705 -0.6314 -0.9963
H 1.1762 0.2657 4.1250
H 0.9403 -0.5516 2.5965
H 2.4095 0.3737 2.8768
H 1.4752 2.3508 2.3299
H -0.0054 1.9780 3.2573
H -1.8114 3.2158 1.5981
H -1.3903 3.3315 -0.1257
H -0.2102 3.8192 1.0789
H 2.4221 0.9482 0.4884
H 2.4854 0.3126 -1.0530
H -0.0128 2.7862 -1.7752
H 1.4715 1.9034 -2.2632
H 1.9132 3.0107 0.4230
H 1.1707 4.2034 -0.6094
H 3.0358 4.3733 -2.0238
H 3.7106 4.1336 -0.4573
H 0.0593 -2.3944 -2.0042
H 1.5132 -1.8208 -1.2189
H 1.2143 -1.5183 -2.9780
Br -3.4048 1.4998 -0.1763
C 4.0281 -4.0639 1.5579
Cl 3.5321 -2.3244 1.2569
Cl 2.6078 -4.9893 2.1101
Cl 4.7111 -4.7555 0.1300
H 4.7707 -4.0677 2.3466
N -4.4311 -2.0830 -0.7922
C -4.6993 -2.2872 -2.1163
C -5.3911 -3.4651 -2.2305
C -5.5494 -3.9891 -0.9180
C -4.9480 -3.1103 -0.0547
H -3.9324 -1.2980 -0.4145
H -4.3766 -1.5794 -2.8610
H -5.7466 -3.9005 -3.1491
H -6.0492 -4.9020 -0.6410
H -4.8453 -3.1282 1.0171
Al 5.1559 -0.3873 0.7090
Br -0.7437 4.1545 -2.8690
Cl -1.2324 -0.3083 4.0561
Br -4.0726 0.2630 1.6175
Na 1.1199 -3.3900 2.9568
*
```

Mulliken atomic charge list, values in e, 2 entries: C -1.12; C -1.03

(4)
The following is a DFT calculation (ωB97M-V/def2-TZVPD) of the molecule C12H25B in a non-equilibrium geometry.

Values from the calculation:
SMILES: C[C@H]1C(C)(C)CB[C@@]1(C)C(C)(C)C
energy above the lowest of the compared OMol25 structures with the same formula, charge and spin: 88.7 kcal/mol

```
! RIJCOSX wB97M-V def2-TZVPD def2/J DEFGRID3
* xyz 0 1
C -0.9774 -1.9364 -0.7296
C 0.1215 -0.8085 -0.6372
C 0.2445 -0.1147 -1.9508
C 1.1867 -0.9641 -2.8682
C -1.0943 0.2815 -2.5856
C 0.9029 1.2872 -1.7193
B 1.2907 1.3923 -0.2498
C 0.5550 0.1316 0.4904
C 1.6718 -0.5856 1.2359
C -0.4828 0.4771 1.6895
C -1.5886 1.4372 1.2659
C 0.2229 1.2919 2.8381
C -1.1407 -0.7455 2.4439
H -2.0273 -1.6576 -0.7464
H -0.8870 -2.4802 0.2342
H -0.6732 -2.6551 -1.5470
H 0.9094 -1.5449 -0.5807
H 1.0452 -1.9772 -2.7530
H 2.2882 -0.9028 -2.7033
H 1.1032 -0.6131 -3.9587
H -1.5400 -0.7378 -2.8627
H -0.8853 0.9652 -3.3388
H -1.6817 0.6733 -1.6847
H 0.3151 2.1166 -2.1665
H 1.8064 1.4685 -2.3163
H 1.7953 2.2027 0.3656
H 1.4023 -1.5448 1.5603
H 2.0835 0.0890 2.0046
H 2.3977 -0.9105 0.5276
H -1.9686 1.9908 2.0645
H -2.5454 0.8422 0.9077
H -1.2111 2.1669 0.5324
H -0.5050 1.8885 3.4795
H 0.8156 0.4780 3.3980
H 1.1250 1.9386 2.5733
H -1.7637 -0.1183 3.0760
H -0.4708 -1.4602 2.8436
H -1.8401 -1.3618 1.8679
*
```

Mulliken atomic charge list, values in e, 2 entries: C -1.92; C -0.76

(5)
The following is a DFT calculation (ωB97M-V/def2-TZVPD) of a structure of composition C12H25BrN2O3PS in a non-equilibrium geometry.

```
! RIJCOSX wB97M-V def2-TZVPD def2/J DEFGRID3
* xyz 1 1
C 0.2952 2.4117 -1.7740
P -0.5942 3.9759 -2.4130
C -0.4922 5.4433 -1.1971
O -2.2120 3.6430 -2.9554
C -3.2324 4.3618 -2.1831
O -4.0905 5.1534 -2.8838
N -3.4789 4.2753 -0.6927
S -4.2427 2.7652 -0.2248
Br -4.5803 5.7153 -0.1246
H -0.4464 1.5981 -1.3759
H 0.8595 1.9263 -2.7069
H 1.1298 2.6198 -0.9634
H -1.1715 6.3481 -1.5024
H 0.6433 5.7815 -1.1313
H -0.8280 5.1305 -0.0991
H -4.2305 1.8855 -1.3511
C -0.4626 -3.6581 0.1001
C 0.5529 -2.5833 -0.3869
C 2.0068 -3.1190 -0.2718
C 2.5512 -3.1451 1.1524
C 2.3701 -1.7916 1.8326
C 0.9083 -1.2844 1.7812
N 0.3334 -1.3191 0.3944
O 0.9114 -0.2619 -0.3330
C 0.0399 -2.1368 2.7475
C 0.8494 0.1446 2.4135
C 0.2306 -2.4298 -1.9096
H -1.3524 -3.1997 0.5447
H -0.8313 -4.2820 -0.7220
H -0.0279 -4.3499 0.8283
H 2.6788 -2.4971 -0.8782
H 2.0691 -4.1302 -0.6948
H 2.0632 -3.9339 1.7328
H 3.6167 -3.4013 1.1304
H 2.7120 -1.8677 2.8726
H 3.0394 -1.0660 1.3487
H -1.0165 -1.8449 2.6911
H 0.3587 -1.9943 3.7882
H 0.1060 -3.2082 2.5728
H 1.5142 0.8582 1.9100
H 1.1688 0.1218 3.4640
H -0.1696 0.5465 2.3890
H -0.7784 -2.0360 -2.0657
H 0.2956 -3.3959 -2.4243
H 0.9340 -1.7701 -2.4295
*
```

Mulliken atomic charge list, values in e, 2 entries: C -0.71; P 0.28

(6)
The following is a DFT calculation (ωB97M-V/def2-TZVPD) of the ion C12H25F4N3O6P3 with charge +1 in a non-equilibrium geometry.

Values from the calculation:
SMILES: CCP(CC)NC1=[NH+][C@](CCF)(P(=O)(O)O)O[C@@](COC(F)(F)F)(P(C)O)N1

```
! RIJCOSX wB97M-V def2-TZVPD def2/J DEFGRID3
* xyz 1 1
C 4.3662 3.4431 -0.0833
C 2.8063 3.4359 -0.4581
P 2.1327 1.6688 -0.5806
C 2.1913 1.1303 -2.3864
C 1.3281 2.0197 -3.4086
N 0.4795 1.7179 0.0758
C -0.2694 0.6205 0.1571
N -1.6162 0.5726 0.6610
C -2.3047 -0.7062 0.3654
C -2.7787 -0.8993 -1.1509
C -3.3054 0.4337 -1.8612
F -4.2878 1.1406 -1.1070
P -3.8813 -0.6809 1.4696
O -4.1442 0.7565 1.9678
O -5.2191 -1.3399 0.6983
O -3.5391 -1.6388 2.8346
O -1.5963 -1.8876 0.7480
C -0.1729 -1.7457 0.6507
C 0.4400 -1.6880 2.1292
O -0.1944 -0.6694 2.9592
C 0.3260 -0.6470 4.2558
F 0.7078 0.6420 4.6749
F 1.4315 -1.4686 4.4564
F -0.6887 -1.0728 5.1432
P 0.4487 -3.4244 -0.1107
C 1.5886 -3.0599 -1.5954
O 1.4551 -4.2504 1.0010
N 0.3135 -0.6840 -0.2592
H 4.9775 3.3928 -1.0475
H 4.6074 2.5334 0.5493
H 4.5709 4.4114 0.4688
H 2.6742 3.9525 -1.4644
H 2.1997 3.9513 0.3650
H 3.2897 1.1758 -2.7208
H 1.9266 0.0135 -2.4186
H 0.3883 1.4757 -3.7749
H 1.0969 3.0097 -2.9102
H 1.9738 2.1554 -4.3476
H 0.0287 2.5873 0.4231
H -2.1745 1.4010 0.4151
H -3.6241 -1.6664 -1.2642
H -1.9436 -1.2993 -1.8334
H -3.8282 0.0880 -2.8232
H -2.4877 1.1487 -2.1891
H -6.0307 -0.9959 1.1303
H -3.3972 -1.0666 3.6185
H 0.2422 -2.6901 2.6504
H 1.5644 -1.5073 1.9892
H 2.0132 -4.0675 -1.9422
H 1.0265 -2.5584 -2.4611
H 2.4601 -2.3912 -1.2953
H 2.3889 -3.9593 0.8719
H 0.0397 -0.8133 -1.2357
*
```

Mulliken atomic charge list, values in e, 2 entries: C -1.03; C -0.36

(7)
The following is a DFT calculation (ωB97M-V/def2-TZVPD) of a cluster of 2 separate species, C12H25IO7S2Si in total.

```
! RIJCOSX wB97M-V def2-TZVPD def2/J DEFGRID3
* xyz 0 1
C 1.8698 2.5118 0.1825
C 1.4149 1.7113 -1.0332
I 1.8281 2.8090 -2.8438
C -0.0791 1.3916 -1.0125
C -0.4845 0.5375 0.1821
O 0.5191 -0.5206 0.2543
S 0.4013 -1.6055 1.4462
O -0.1635 -0.9624 2.6088
O -0.8418 -2.5100 0.8518
C -1.1400 -2.4264 -0.5473
C -1.9619 -1.1922 -0.9365
C -1.8898 -0.0382 0.0808
Si -3.2424 1.2517 -0.2624
C -3.6586 1.3587 -2.0941
C -2.8165 2.9495 0.4461
C -4.7747 0.6444 0.6481
H 2.1398 1.8413 0.9972
H 2.7043 3.1678 -0.0416
H 1.0523 3.1489 0.5300
H 1.9968 0.8039 -1.1397
H -0.6084 2.3441 -0.9710
H -0.3541 0.9096 -1.9499
H -0.4002 1.1205 1.1007
H -0.2225 -2.4931 -1.1298
H -1.7150 -3.3259 -0.7611
H -3.0114 -1.4652 -1.0595
H -1.6141 -0.8389 -1.9078
H -2.1663 -0.4714 1.0446
H -2.8428 1.0634 -2.7511
H -3.9970 2.3568 -2.3713
H -4.4928 0.6802 -2.2845
H -3.6305 3.3377 1.0543
H -2.6286 3.6467 -0.3713
H -1.9215 2.9301 1.0675
H -4.8639 -0.4411 0.6433
H -4.6747 0.9481 1.6934
H -5.6846 1.1014 0.2635
C 5.7445 -2.8757 1.1276
C 4.6701 -2.3843 2.0782
O 3.9158 -1.4574 1.2840
S 3.8667 -1.9550 -0.2328
O 2.6670 -2.6753 -0.4618
O 4.2449 -0.8723 -1.0641
O 5.0606 -3.0113 -0.1277
H 6.5507 -2.1492 1.0152
H 6.1503 -3.8425 1.4106
H 5.0719 -1.8599 2.9398
H 4.0121 -3.1918 2.4042
*
```

Mulliken atomic charge list, values in e, 2 entries: C -1.04; C -0.28

(8)
The following is a DFT calculation (ωB97M-V/def2-TZVPD) of a cluster of 2 separate species, C12H25N2O15P2 in total in a non-equilibrium geometry.

```
! RIJCOSX wB97M-V def2-TZVPD def2/J DEFGRID3
* xyz -1 1
O -6.6829 -2.2893 -0.4353
O -5.7330 0.5199 0.5984
O 6.6445 3.8125 -1.0960
O -1.6202 1.7523 -1.7622
O 6.7358 3.2415 1.2761
O 3.0168 1.4155 0.8834
O 6.4986 0.6600 1.9574
O 3.3574 -1.9558 -0.6219
O 5.5145 -1.8825 1.2232
O -6.0631 0.2697 -2.2065
O 4.9069 4.6727 0.3696
O 5.0166 2.0852 -0.1063
O -1.4128 1.0698 0.5389
O -0.5270 3.3477 -0.1929
O 0.7760 1.3071 -1.0355
C -5.7455 -2.7272 -1.0865
C -4.8146 -0.2880 0.4985
N -4.2972 -0.8186 1.6112
N -4.5806 -2.0971 -1.2619
C -5.8606 -4.0879 -1.7338
C -3.1841 -1.7623 1.7114
C 1.2784 0.2083 -0.2612
C 4.4016 1.7107 1.1273
C 2.7891 0.3815 -0.0961
C 5.0951 0.4494 1.6886
C 3.4435 -0.9286 0.3735
C 4.9265 -0.6950 0.6794
C -4.6667 0.2677 -2.0008
C -4.2602 -0.7063 -0.8813
P 5.8570 3.4434 0.0962
P -0.6877 1.8477 -0.6274
H 6.7447 1.6029 1.7206
H 4.0299 -2.6293 -0.3996
H 6.3672 -1.6019 1.6142
H -6.4710 0.3622 -1.3313
H 5.5696 5.3706 0.3317
H -2.2020 1.6210 0.6009
H -0.0117 3.6886 -0.9353
H -4.7487 -0.5271 2.4643
H -3.8935 -2.5760 -1.8184
H -5.1519 -4.7694 -1.2690
H -6.8748 -4.4588 -1.5921
H -5.6547 -3.9991 -2.7989
H -3.4518 -2.7094 1.2415
H -2.2956 -1.3546 1.2260
H -2.9510 -1.9460 2.7609
H 1.0638 -0.7255 -0.7910
H 0.8332 0.1401 0.7371
H 4.4556 2.5096 1.8795
H 3.2177 0.6638 -1.0648
H 4.5999 0.1784 2.6263
H 2.9477 -1.2640 1.2905
H 5.4441 -0.4239 -0.2485
H -4.1688 -0.0165 -2.9286
H -4.3438 1.2751 -1.7337
H -3.1760 -0.6349 -0.8101
*
```

Mulliken atomic charge list, values in e, 2 entries: O -0.62; O -0.75

(9)
The following is a DFT calculation (ωB97M-V/def2-TZVPD) of a cluster of 2 separate species, C12H25NO3 in total in a non-equilibrium geometry.

Values from the calculation:
SMILES: CN(C)C(=O)CCOC=O.CCCCCC
energy above the lowest of the compared OMol25 structures with the same formula, charge and spin: 12.9 kcal/mol

```
! RIJCOSX wB97M-V def2-TZVPD def2/J DEFGRID3
* xyz 0 1
C -0.8135 -2.4730 -2.2336
N 0.4008 -2.0352 -2.9238
C 0.8768 -3.0739 -3.8285
C 0.1156 -0.8317 -3.6320
O -0.4016 -0.8109 -4.7379
C 0.4709 0.4635 -2.9437
C 1.2568 0.3259 -1.6672
O 2.5775 -0.1751 -1.9597
C 3.5576 0.4397 -1.2662
O 3.5677 0.5825 -0.0580
H -1.0502 -1.8134 -1.4060
H -1.6712 -2.5243 -2.9045
H -0.6506 -3.4551 -1.8158
H 1.8826 -2.8508 -4.1611
H 0.9201 -4.0210 -3.3115
H 0.2489 -3.2035 -4.7066
H -0.4270 1.0416 -2.7610
H 1.0679 1.0303 -3.6475
H 1.3672 1.3135 -1.2326
H 0.7626 -0.2917 -0.9307
H 4.3743 0.8235 -1.8837
C -0.9382 3.1481 3.9876
C -1.2428 1.6608 4.1429
C -0.1661 0.7537 3.5497
C 0.0447 0.9043 2.0430
C -1.2036 0.6673 1.1946
C -1.7638 -0.7471 1.3174
H -0.8843 3.4422 2.9384
H -1.7149 3.7528 4.4574
H 0.0132 3.4011 4.4594
H -2.2151 1.4379 3.6945
H -1.3399 1.4301 5.2067
H -0.4120 -0.2862 3.7820
H 0.7846 0.9552 4.0521
H 0.8272 0.2057 1.7304
H 0.4355 1.9024 1.8265
H -0.9473 0.8526 0.1471
H -1.9814 1.3927 1.4472
H -1.0121 -1.4892 1.0371
H -2.6271 -0.8801 0.6627
H -2.0897 -0.9650 2.3348
*
```

Mulliken atomic charge list, values in e, 2 entries: C -0.97; N 0.24

(10)
The following is a DFT calculation (ωB97M-V/def2-TZVPD) of a structure of composition C12H25P in a non-equilibrium geometry.

Values from the calculation:
energy above the lowest of the compared OMol25 structures with the same formula, charge and spin: 88.5 kcal/mol

```
! RIJCOSX wB97M-V def2-TZVPD def2/J DEFGRID3
* xyz 0 1
C -2.5736 -0.2316 -0.5911
C -2.7768 -1.4360 -1.4397
C -3.0048 -0.0580 -1.9945
C -1.0081 2.4193 0.4648
C 0.7793 2.2574 -1.2115
C 0.3046 0.0229 2.7141
C -0.6366 -2.2302 1.8640
C 2.8974 0.0085 0.0662
C 1.9099 -1.3452 -1.8264
C 0.2025 1.6553 0.0782
C -0.5792 -0.7332 1.6738
C 1.7108 -0.8284 -0.4018
P -0.1665 -0.1139 -0.1205
H -1.8355 -1.9511 -1.7720
H -3.6243 -1.9852 -1.0780
H -3.9971 0.3011 -2.2773
H -2.1626 0.3838 -2.5385
H -1.8850 1.9628 -0.1901
H -1.3347 2.1796 1.4758
H -0.8918 3.5509 0.4424
H -0.0439 2.3037 -1.9231
H 1.5529 1.8263 -1.8276
H 1.1782 3.3128 -1.2762
H 0.0947 1.1110 2.7599
H 0.0266 -0.1390 3.7125
H 1.4669 -0.0909 2.6868
H -0.8313 -2.4089 2.9255
H 0.3031 -2.6752 1.7306
H -1.4776 -2.5017 1.2499
H 2.6752 0.3467 1.0613
H 3.7562 -0.7326 0.0302
H 3.1295 0.8681 -0.6609
H 2.9920 -1.7369 -1.9153
H 1.5147 -0.5946 -2.6617
H 1.2814 -2.1417 -2.1591
H 0.8997 1.7350 0.8902
H -1.6136 -0.4922 1.7773
H 1.7673 -1.8186 0.2618
*
```

Mulliken atomic charge list, values in e, 2 entries: C -0.09; C -0.41

no.,frontier orbital gap (eV)
1,10.633
2,11.075
3,2.819
4,10.303
5,2.925
6,8.059
7,9.622
8,7.417
9,10.166
10,7.735